[1]
# C5H7NO2S2

One molecule with the formula C5H7NO2S2 (wB97M-V/def2-TZVPD, the Open Molecules 2025 dataset).

Each line ends with the Löwdin charge.
Atoms and positions in Å:
S (-1.176723, 1.868238, 0.365989)  1.011
S (2.211938, 0.918150, -0.171992)  0.931
O (1.651167, 0.516492, -1.643162)  -0.333
O (3.417193, 0.099151, 0.173071)  -0.518
N (1.247877, -1.348724, 1.113373)  -0.006
C (-2.409334, 0.035654, -0.894852)  -0.185
C (0.789471, -0.009467, 1.044099)  -0.460
C (-2.637131, 1.342207, -0.458871)  -0.348
C (-1.258114, -0.563572, -0.351798)  -0.156
C (-0.484273, 0.307311, 0.346377)  -0.620
H (1.842145, -0.480129, -1.712869)  0.110
H (1.145691, -1.725483, 2.132779)  0.139
H (0.957505, 0.689869, 1.982225)  0.141
H (-3.063999, -0.690918, -1.371704)  0.104
H (2.237894, -1.376456, 0.822984)  0.046
H (-3.441815, 1.965139, -0.747028)  0.048
H (-1.029486, -1.547457, -0.628625)  0.096

Forces on atoms 1 to 6 (eV/Å):
S -1.176 0.202 0.162
S 0.035 -0.667 1.601
O 0.827 -2.215 0.302
O -1.106 0.533 -0.751
N -0.590 -0.923 2.254
C -1.015 0.300 1.214

## Properties
* electronic energy: -1196.271469 a.u.
* molar mass: 177.25 g/mol
* multiplicity: 1
* relative energy (zero: lowest compared OMol25 entry of this formula, charge and spin): 125.8 kJ/mol

=====

[2]
# C32H57F3INO12S

C32H57F3INO12S as an isolated structure (wB97M-V/def2-TZVPD, the Open Molecules 2025 dataset).

Each line ends with the Löwdin charge.
Atoms and positions in Å:
I (-1.189853, -2.216019, -8.515904)  0.903
S (1.397199, -0.384303, -7.779813)  0.770
F (1.256817, 1.690878, -6.114285)  0.072
F (-0.799534, 0.661704, -6.491678)  0.072
F (0.144556, 1.976067, -8.070865)  0.093
O (-6.077073, -2.538557, 0.647872)  0.034
O (2.717070, 6.267324, 7.274448)  0.150
O (1.660992, 5.151941, 8.938328)  0.055
O (6.975158, -1.587709, -0.384533)  0.155
O (-7.382210, -1.812341, 2.321814)  0.069
O (7.388366, 0.625734, -0.171430)  0.068
O (1.253456, -0.219231, -9.277559)  -0.391
O (1.053059, 7.257898, 8.448863)  0.063
O (0.264553, -2.150447, -5.951924)  -0.266
O (2.847475, -0.252967, -7.391806)  -0.322
O (5.763597, -0.075634, -1.554208)  0.039
O (-5.151830, -1.443044, 2.381802)  0.160
N (2.401312, -3.318175, -2.973683)  -0.072
C (-0.005421, -3.846040, -3.769201)  -0.139
C (0.776635, 5.572492, 9.968878)  -0.133
C (-7.361837, -3.110688, 0.440470)  -0.125
C (0.661717, -2.042212, -7.324662)  -0.733
C (-1.679407, -4.887286, -2.103971)  -0.211
C (-0.615799, 1.975103, 2.293086)  -0.221
C (0.577848, 4.038079, 5.304329)  -0.213
C (-3.494620, 0.523253, 0.164670)  -0.205
C (1.518352, -3.481347, -4.158513)  -0.286
C (-3.005884, -0.949828, -0.223852)  -0.223
C (-1.075238, 2.821337, 3.569773)  -0.198
C (5.635787, 1.337309, -1.456757)  -0.127
C (-6.113431, -1.889177, 1.836871)  -0.543
C (2.572565, 3.659798, 3.576582)  -0.125
C (-1.537876, 0.670709, 2.019122)  -0.201
C (-0.128949, -4.786162, -2.485078)  -0.218
C (1.431613, -2.146776, -5.064498)  -0.308
C (1.888779, 6.229541, 8.139125)  -0.552
C (6.732598, -0.453889, -0.675729)  -0.546
C (1.363047, -0.803123, -4.197842)  -0.035
C (0.082363, 6.752045, 9.355835)  -0.135
C (-8.252385, -2.249108, 1.285861)  -0.131
C (-3.630082, -3.176642, -1.400567)  -0.203
C (-3.042912, 1.032971, 1.616704)  -0.210
C (0.412121, 1.062420, -7.045602)  -0.481
C (1.520117, 4.713324, 4.162278)  -0.235
C (-3.742516, -1.569920, -1.532904)  -0.188
C (3.784667, -2.895591, -3.360441)  -0.251
C (-2.103407, -3.651594, -1.164700)  -0.203
C (-0.059693, 2.639456, 4.804801)  -0.214
C (6.971917, 1.759575, -0.922419)  -0.131
C (4.761107, -3.297280, -2.138942)  -0.077
H (3.578395, 4.169856, 3.364402)  0.075
H (-4.205228, -3.471147, -0.462371)  0.089
H (-1.814565, -5.846653, -1.508491)  0.105
H (-0.811670, 6.466417, 8.794124)  0.135
H (4.204086, -3.873160, -1.320033)  0.084
H (7.701133, 1.944964, -1.716190)  0.135
H (-0.526791, -2.848183, -3.542146)  0.123
H (-4.646843, 0.498713, 0.175565)  0.102
H (-0.540475, 2.593878, 1.330742)  0.112
H (-7.343791, -4.151884, 0.775114)  0.137
H (5.721006, -3.798551, -2.471054)  0.080
H (-7.634509, -3.083112, -0.615206)  0.138
H (-4.051568, -3.717280, -2.310417)  0.101
H (-8.624956, -1.374487, 0.745038)  0.136
H (-1.903583, -0.845604, -0.538244)  0.094
H (-2.130476, 2.539873, 3.905010)  0.110
H (0.780737, 1.894360, 4.587309)  0.094
H (1.985979, 5.682608, 4.535502)  0.096
H (-2.998242, -1.686971, 0.647205)  0.117
H (6.907204, 2.643698, -0.287334)  0.136
H (1.364562, 5.843813, 10.850363)  0.135
H (-3.104760, -1.290002, -2.442956)  0.107
H (-1.347083, -2.813746, -1.329070)  0.095
H (-4.804243, -1.195962, -1.665821)  0.098
H (1.322773, -2.924728, -7.628693)  0.122
H (1.409560, -0.974154, -3.072854)  0.093
H (-3.102687, 2.183366, 1.587836)  0.106
H (-1.594110, 0.135736, 3.035045)  0.117
H (2.371139, -2.138319, -5.709952)  0.126
H (-1.036976, 3.921222, 3.269403)  0.096
H (-2.308690, -4.913113, -3.065103)  0.109
H (-0.189769, 7.506661, 10.094711)  0.134
H (1.164873, 3.850917, 6.264638)  0.101
H (1.976394, -4.321581, -4.796639)  0.150
H (2.530300, -4.277378, -2.601795)  0.100
H (-0.668156, 2.249815, 5.687845)  0.102
H (-9.099913, -2.799362, 1.696022)  0.135
H (0.437567, 1.558525, 2.490701)  0.092
H (0.490434, -4.379589, -1.625268)  0.106
H (-3.777880, 0.728432, 2.443120)  0.100
H (-1.977070, -4.011170, -0.080779)  0.118
H (2.224827, -0.141440, -4.544480)  0.079
H (4.098784, -3.354011, -4.356085)  0.113
H (2.145440, 3.183900, 2.627241)  0.062
H (3.872821, -1.756163, -3.480596)  0.109
H (0.267979, -5.840022, -2.717168)  0.116
H (2.730019, 2.804412, 4.309732)  0.070
H (-0.311323, 4.717705, 5.532653)  0.106
H (5.418047, 1.776200, -2.431124)  0.136
H (-0.971519, 0.049631, 1.259325)  0.096
H (5.078493, -2.318501, -1.638732)  0.042
H (-0.498560, -4.393315, -4.638324)  0.124
H (-3.233099, 1.309758, -0.630118)  0.115
H (4.816959, 1.571978, -0.770712)  0.137
H (0.084593, 4.773363, 10.236949)  0.135
H (0.397985, -0.229847, -4.402508)  0.083
H (0.811556, 4.985762, 3.306525)  0.089

Forces on atoms 1 to 6 (eV/Å):
I 0.838 -0.040 0.609
S 4.707 0.539 -5.261
F -2.367 -1.297 -1.897
F 2.649 1.006 -0.864
F 0.631 -2.145 2.466
O -0.202 0.217 0.303

## Properties
* electronic energy: -3206.390945 a.u.
* molar mass: 863.77 g/mol
* multiplicity: 1

=====

[3]
# C6H11N3

One molecule with the formula C6H11N3 (wB97M-V/def2-TZVPD, the Open Molecules 2025 dataset).

Each line ends with the Löwdin charge.
Atoms and positions in Å:
N (1.032312, 1.608359, 0.010686)  0.054
N (-1.151841, 0.798950, -0.113689)  -0.166
N (2.519449, -0.342170, -0.319626)  -0.061
C (2.957033, -0.704652, 1.017318)  -0.092
C (1.563907, 0.567597, -0.483126)  -0.161
C (-1.367725, -1.487092, -0.919507)  -0.144
C (-0.622779, -0.417737, -0.355093)  -0.101
C (-0.266897, 1.819188, 0.045029)  -0.234
C (-2.585769, 0.942926, 0.156177)  -0.009
H (-1.283707, -2.294547, -0.186516)  0.080
H (-2.703419, 0.854101, 1.180077)  0.063
H (-1.081213, -1.734061, -1.949749)  0.088
H (-0.475781, 2.821924, 0.328959)  0.099
H (3.592479, 0.173744, 1.311330)  0.094
H (-2.469511, -1.338140, -1.026071)  0.055
H (-3.077762, 0.167825, -0.470963)  0.079
H (3.514692, -1.593587, 1.010213)  0.047
H (2.028278, -0.864482, 1.727215)  0.117
H (2.707405, -1.018120, -0.962926)  0.080
H (-2.829157, 2.039977, 0.000266)  0.111

Forces on atoms 1 to 6 (eV/Å):
N 0.462 -0.688 -0.466
N 0.383 -2.644 -0.517
N -0.861 2.542 3.009
C -1.674 2.158 1.550
C -1.792 -1.942 -1.536
C -2.669 -1.193 -0.231

## Properties
* electronic energy: -399.285344 a.u.
* molar mass: 125.17 g/mol
* multiplicity: 1
* relative energy (zero: lowest compared OMol25 entry of this formula, charge and spin): 551.0 kJ/mol

=====

[4]
# C46H42As2BrN2O2Pt

C46H42As2BrN2O2Pt as an isolated structure (wB97M-V/def2-TZVPD, the Open Molecules 2025 dataset).

Each line ends with the Löwdin charge.
Atoms and positions in Å:
Pt (0.155045, -1.032594, -0.350384)  1.059
Br (-2.584251, -6.509823, 4.054210)  0.989
As (-0.259199, 1.741516, -1.590512)  1.359
As (-1.002147, 0.401948, 1.390773)  1.247
O (-1.496217, -0.834140, -1.972867)  -0.390
O (-1.059556, -3.021296, -0.461446)  -0.080
N (2.329327, -0.439832, -0.558072)  -0.006
N (1.365245, -2.589166, 0.791730)  0.012
C (-2.058431, -0.472160, 2.747607)  -0.357
C (-0.856834, -4.769546, 2.677028)  -0.046
C (3.671846, -3.281511, 1.318499)  0.025
C (1.106228, 3.160974, 3.748403)  -0.045
C (-2.090317, -5.452923, 2.640741)  -0.653
C (4.626130, -1.019113, 0.005120)  -0.124
C (-1.088580, -1.523935, -3.195343)  -0.158
C (0.863085, -3.394627, 1.660775)  -0.064
C (-2.886946, -1.226040, -1.772027)  -0.162
C (0.718473, 2.211727, -5.608604)  -0.037
C (2.339123, 4.439768, 0.352981)  -0.048
C (-2.035260, 2.032689, -0.886387)  -0.373
C (-0.520459, 2.353298, -6.219573)  -0.025
C (-3.386377, -1.649167, 4.886338)  -0.038
C (-1.686208, 2.271618, -5.471032)  -0.043
C (1.711695, 3.260215, -0.024093)  -0.119
C (-2.558308, -4.563126, 0.457228)  0.065
C (5.083682, 0.101725, -0.719445)  0.050
C (2.316038, 2.516220, 3.961561)  -0.043
C (-1.458148, -1.503999, 3.462811)  -0.123
C (2.770663, -2.389010, 0.783851)  -0.205
C (-2.121184, -2.092066, 4.527026)  -0.060
C (-3.494708, -1.203484, -3.167836)  -0.109
C (0.124075, 2.563674, 2.971202)  -0.089
C (3.235093, -1.255393, 0.074594)  -0.164
C (1.988908, 5.639628, -0.248205)  -0.034
C (5.522656, -1.917998, 0.628027)  0.019
C (-0.376923, 1.905542, -3.488474)  -0.380
C (-1.344477, -3.782690, 0.496075)  -0.302
C (-2.134513, 1.810566, 0.618411)  -0.354
C (0.796136, 1.992557, -4.243651)  -0.089
C (-2.927741, -5.348704, 1.502867)  -0.057
C (-0.477960, -3.942092, 1.644718)  -0.125
C (-3.322584, -0.015828, 3.120228)  -0.081
C (5.054427, -3.033881, 1.261253)  -0.015
C (0.359222, 1.315303, 2.401935)  -0.393
C (0.385924, 4.497668, -1.626267)  -0.087
C (-2.298845, -1.426967, -4.115173)  -0.110
C (1.565103, 0.660052, 2.634156)  -0.135
C (2.544329, 1.263593, 3.408626)  -0.052
C (1.011545, 5.669586, -1.233713)  -0.040
C (2.815113, 0.569136, -1.252623)  -0.149
C (0.735161, 3.294513, -1.009362)  -0.358
C (-1.621495, 2.035349, -4.105805)  -0.101
C (4.173450, 0.892004, -1.356189)  0.000
C (-3.982320, -0.611491, 4.187597)  -0.042
H (-2.646917, 2.397608, -5.950197)  0.125
H (-0.354942, 4.529523, -2.418221)  0.112
H (1.505365, -3.776440, 2.454367)  0.142
H (3.481416, 0.754763, 3.588574)  0.116
H (-2.189605, -0.588791, -4.797510)  0.101
H (-0.202398, -1.006178, -3.565603)  0.119
H (-0.812600, 3.087910, 2.831463)  0.104
H (-3.986856, -0.253984, -3.375725)  0.114
H (6.143362, 0.307147, -0.775032)  0.142
H (1.985480, 2.332594, 0.468570)  0.082
H (-3.165989, 1.570219, 0.876757)  0.069
H (-2.714977, 1.384756, -1.431404)  0.047
H (-3.172183, -4.484238, -0.427503)  0.135
H (4.467128, 1.752476, -1.937112)  0.130
H (-0.448267, -1.817773, 3.220095)  0.084
H (-1.867748, 2.723986, 1.153315)  0.072
H (3.075689, 2.984278, 4.571088)  0.122
H (-1.645315, -2.879181, 5.095985)  0.115
H (-2.539564, 1.978011, -3.536833)  0.100
H (-3.900330, -2.099642, 5.723354)  0.123
H (2.104852, 1.186771, -1.783178)  0.028
H (-3.327148, -0.524760, -1.064042)  0.116
H (2.482169, 6.555408, 0.045915)  0.124
H (-2.283503, 3.069570, -1.137361)  0.103
H (-2.407227, -2.328863, -4.713051)  0.129
H (-2.900416, -2.223290, -1.338703)  0.098
H (0.744552, 6.603697, -1.707308)  0.124
H (-4.244392, -1.985698, -3.266303)  0.127
H (1.753851, -0.321401, 2.209889)  0.067
H (5.739071, -3.745675, 1.698229)  0.130
H (6.584854, -1.723818, 0.562223)  0.136
H (-3.809486, 0.802065, 2.611307)  0.094
H (-0.206796, -4.919635, 3.528080)  0.130
H (-0.843170, -2.552026, -2.924493)  0.120
H (-4.959898, -0.252975, 4.478639)  0.123
H (3.101314, 4.417623, 1.117887)  0.116
H (3.335569, -4.207793, 1.759705)  0.122
H (-0.576688, 2.537279, -7.282559)  0.126
H (1.622757, 2.285032, -6.195885)  0.123
H (1.771536, 1.914088, -3.778474)  0.099
H (0.920866, 4.129023, 4.191541)  0.123
H (-3.851151, -5.909929, 1.480228)  0.127

Forces on atoms 1 to 6 (eV/Å):
Pt 0.080 -0.530 -0.124
Br -0.025 -0.053 0.089
As 0.002 0.250 -0.042
As 0.145 -0.008 -0.065
O -0.028 0.116 -0.095
O -0.189 -0.012 0.239

## Properties
* <S²>: 6.045
* electronic energy: -9201.946569 a.u.
* molar mass: 1079.68 g/mol
* charge: +3
* multiplicity: 5
* relative energy (zero: lowest compared OMol25 entry of this formula, charge and spin): 88.8 kJ/mol

=====

[5]
# CH6N3S

CH6N3S as an isolated structure (wB97M-V/def2-TZVPD, the Open Molecules 2025 dataset).

Each line ends with the Löwdin charge.
Atoms and positions in Å:
S (2.041140, 0.284696, 1.167703)  0.822
N (-0.782451, 0.589532, 0.887630)  0.154
N (-1.068340, -0.549089, -1.208732)  0.240
N (1.387983, -0.462471, -0.200348)  -0.341
C (-0.462384, -0.098084, -0.183954)  -0.271
H (1.198684, -1.459767, -0.325689)  0.057
H (-1.722359, 1.045433, 1.007701)  0.182
H (-0.616333, -1.169664, -1.745237)  0.088
H (2.041060, 1.483512, 0.558171)  -0.075
H (0.024787, 0.745136, 1.458290)  -0.014
H (-2.041787, -0.409233, -1.415535)  0.158

Forces on atoms 1 to 6 (eV/Å):
S 0.255 -0.758 -0.172
N -2.509 -0.429 -2.819
N -2.646 1.993 1.340
N -5.080 1.298 -0.811
C 4.432 0.445 2.580
H 1.250 -0.037 1.069

## Properties
* electronic energy: -603.831582 a.u.
* molar mass: 92.15 g/mol
* charge: +1
* multiplicity: 1
* relative energy (zero: lowest compared OMol25 entry of this formula, charge and spin): 176.4 kJ/mol